1.
Below is a 2-piece molecular cluster, C5H10O2S overall at a distorted geometry, with properties calculated with the ωB97M-V functional and the def2-TZVPD basis.

```
18
Properties=species:S:1:pos:R:3:forces:R:3
H -2.524071 -1.169532 -1.791937 -0.35 0.03 0.66
O -1.930778 -1.616221 0.870946 1.45 0.13 -0.20
O -2.291137 0.814393 1.107721 1.63 -0.55 -0.83
H 0.316709 -0.907455 0.639209 0.04 -0.62 0.04
C -2.784521 -0.330723 -1.122725 1.27 0.16 -2.57
H -0.240390 -0.338014 -2.053194 0.84 0.00 0.10
H 0.945671 -1.609599 -1.729258 -0.23 0.95 0.91
C 0.832758 0.997209 0.568943 1.46 3.40 -0.17
H 1.531495 0.018391 -2.033757 -0.35 0.16 0.30
H 1.208645 1.865839 -0.053206 -0.49 -0.89 0.72
H 0.780185 0.467839 2.742803 0.21 -1.71 -0.13
H -0.025197 1.763787 2.388871 -2.27 1.31 -0.20
C 0.802568 1.253031 2.027772 1.63 0.77 1.10
S -1.908817 -0.310106 0.249565 -4.67 0.53 2.14
C 0.725127 -0.525132 -1.521369 -0.67 0.03 -0.37
C 0.524703 -0.106432 -0.051015 0.51 -3.07 -1.19
H 1.580985 1.920700 2.483224 0.02 -0.49 -1.24
H -2.882733 0.571970 -1.753357 -0.03 -0.13 0.94
```
Positions in Å, forces in eV/Å.

ΔE to the lowest compared entry with this formula, charge and spin ... 4.761 eV
LUMO energy (spin up / spin down) ... -1.5 / -1.5 eV
Total energy ... -745.01646 Ha
E_HOMO (spin up / spin down) ... -9.51 / -9.51 eV
SMILES ... C=S(=O)=O.C/C=C/C

The natural (NBO) scheme yields these atomic charges, measured in e: H 0.224; O -0.896; O -0.892; H 0.233; C -0.789; H 0.220; H 0.234; C -0.058; H 0.225; H 0.198; H 0.232; H 0.258; C -0.688; S 2.007; C -0.651; C -0.319; H 0.230; H 0.232



2.
Below is one molecule with the formula C5H10O2S at a distorted geometry, with properties calculated with the ωB97M-V functional and the def2-TZVPD basis.

```
18
Properties=species:S:1:pos:R:3:forces:R:3
C -0.048108 1.734452 -0.910099 1.66 -1.26 -1.68
H 2.772062 -1.699387 -0.467450 -1.57 1.92 1.31
C 0.505770 -0.423965 0.366267 -1.07 -2.87 -1.56
H -0.020936 -2.084290 -0.646381 1.61 -5.59 0.38
H 0.996917 1.645275 -1.450335 -2.05 0.14 0.51
C -0.390820 -0.551537 1.651148 -2.98 0.48 2.01
H -2.162671 -0.219658 -0.268179 2.07 -4.66 -0.95
H -0.737009 0.946209 -1.379928 0.48 2.21 -0.18
S 2.256239 -0.455132 0.200284 2.68 -2.58 -0.92
H 1.153482 1.507015 0.848133 -0.37 0.20 0.30
O -0.784476 0.870515 1.267938 -1.45 -0.84 2.33
C 0.273015 1.011170 0.391840 0.32 3.50 0.04
H 0.049460 -0.865540 -1.754832 -0.44 0.60 -0.65
C -0.277429 -1.158587 -0.778051 -2.39 3.58 1.97
O -1.740266 -1.284972 -0.468859 -0.24 5.34 -0.77
H -1.525710 -1.169477 1.608134 4.04 1.35 -0.03
H -0.018928 -0.653628 2.787695 -0.20 0.48 -2.84
H -0.300591 2.851532 -0.997318 -0.10 -1.98 0.73
```
Positions in Å, forces in eV/Å.

ΔE to the lowest compared entry with this formula, charge and spin ... 5.413 eV
LUMO energy ... 0.6 eV
Total energy ... -744.99252 Ha
E_HOMO ... -9.50 eV
SMILES ... C[C@H]1OC[C@@]1(S)CO

The natural (NBO) scheme yields these atomic charges, measured in e: C -0.650; H 0.147; C -0.262; H 0.182; H 0.225; C -0.100; H 0.479; H 0.206; S -0.012; H 0.166; O -0.551; C 0.076; H 0.191; C -0.069; O -0.731; H 0.242; H 0.211; H 0.250



3.
Below is C5H10O2S as an isolated structure at a distorted geometry, with properties calculated with the ωB97M-V functional and the def2-TZVPD basis.

```
18
Properties=species:S:1:pos:R:3:forces:R:3
C -1.089043 -0.371230 -0.937312 0.50 -0.77 1.22
O -0.125489 1.650015 -0.302107 -2.11 2.87 -0.25
H 1.773665 -1.199289 -1.361698 0.53 0.13 -2.79
H -1.395636 0.144789 -1.861323 0.52 -0.35 0.26
H 0.092490 -1.490028 1.332838 0.50 2.37 0.05
S -2.608845 -0.104758 0.224856 2.29 -2.03 0.73
H 3.063881 1.272111 1.526231 -0.43 -1.90 -4.56
C 2.869515 0.622840 0.141052 -0.29 0.45 0.83
C 0.118426 0.283578 -0.199374 -2.84 1.08 1.15
H -1.167702 2.000396 -0.468290 4.15 -2.31 1.07
H 2.672164 1.577946 -0.869955 1.19 -3.11 3.49
C 0.393335 -0.367340 1.197876 1.39 -1.75 -1.84
C 1.521157 -0.264937 0.145067 -1.77 6.74 2.09
H -0.852810 -1.443152 -1.069275 -0.76 0.44 -0.18
H -1.943406 -0.885771 1.297391 -1.46 1.54 -1.81
H 0.666396 0.249326 2.004502 -0.57 0.66 1.23
O 1.651447 -1.350075 -0.465848 1.50 -7.81 -1.29
H 3.744473 -0.367189 -0.068326 -2.35 3.75 0.61
```
Positions in Å, forces in eV/Å.

ΔE to the lowest compared entry with this formula, charge and spin ... 7.615 eV
LUMO energy ... 0.5 eV
Total energy ... -744.91159 Ha
E_HOMO ... -8.86 eV

The natural (NBO) scheme yields these atomic charges, measured in e: C -0.488; O -0.740; H 0.471; H 0.225; H 0.226; S -0.117; H 0.222; C -0.676; C 0.202; H 0.494; H 0.261; C -0.484; C 0.225; H 0.226; H 0.160; H 0.232; O -0.689; H 0.249



4.
Below is a 2-piece molecular cluster, C5H10O2Se overall at a distorted geometry, with properties calculated with the ωB97M-V functional and the def2-TZVPD basis.

```
18
Properties=species:S:1:pos:R:3:forces:R:3
H -0.362626 -1.611214 -0.885885 -1.01 1.09 0.11
H 0.037584 3.034865 -1.242497 -0.73 1.17 0.95
H 0.849857 0.370176 -1.723769 0.19 1.04 1.60
H -2.073124 -1.270604 -0.329568 0.89 -0.15 0.44
H -1.792283 1.214130 -0.374868 0.99 -1.57 -1.47
C -0.351354 -0.956991 1.069205 -1.37 1.04 -0.31
O 0.332952 2.310878 -1.753522 0.51 -0.63 -1.29
H -1.253019 0.503837 -2.070638 -1.11 -0.53 0.38
H -0.879705 -0.583870 1.935960 -1.48 0.22 0.19
C 0.857903 -0.175410 1.324774 2.03 -3.02 -1.94
H 1.849752 -1.375936 2.334111 0.25 -1.27 0.13
Se 1.119530 1.470397 0.692240 0.20 2.12 -0.83
C 0.303287 1.117440 -1.041188 -0.18 -1.36 -1.24
H 2.186438 -1.174405 -0.240901 -0.93 0.34 0.76
C -1.103948 0.464275 -0.982937 0.79 3.17 1.21
C -1.030239 -0.874946 -0.322314 0.17 -1.43 -0.34
H -0.306480 -1.996784 1.233649 0.88 -1.27 0.52
O 1.615473 -0.465840 2.378148 -0.10 1.06 1.13
```
Positions in Å, forces in eV/Å.

ΔE to the lowest compared entry with this formula, charge and spin ... 4.730 eV
LUMO energy (spin up / spin down) ... 0.1 / -0.3 eV
Total energy ... -2748.22648 Ha
E_HOMO (spin up / spin down) ... -8.10 / -6.80 eV

The natural (NBO) scheme yields these atomic charges, measured in e: H 0.231; H 0.468; H 0.216; H 0.227; H 0.199; C -0.515; O -0.714; H 0.239; H 0.223; C 0.185; H 0.499; Se 0.398; C -0.038; H -0.310; C -0.442; C -0.411; H 0.235; O -0.690



5.
Below is a 2-piece molecular cluster, C5H10O3 overall at a distorted geometry, with properties calculated with the ωB97M-V functional and the def2-TZVPD basis.

```
18
Properties=species:S:1:pos:R:3:forces:R:3
H -1.609395 2.272974 -0.878984 0.03 0.02 -0.01
O 2.828349 -0.390006 0.413602 -0.22 -0.89 1.63
H 1.930389 -0.538145 -0.589327 -1.36 -0.45 -1.17
H 0.671811 -1.786131 -1.000412 -0.03 -0.04 0.08
C -1.090924 -0.706790 0.838981 0.07 -0.01 0.36
H 1.472064 -0.857202 -2.300275 -0.10 -0.01 -0.12
H -1.040153 -1.717737 0.435514 0.01 -0.02 0.01
H -1.560571 2.058871 0.878854 -0.02 0.04 0.03
O 2.952943 -0.069250 2.394035 -1.21 -0.89 0.09
C 0.995127 -0.799789 -1.325192 0.96 -0.13 0.19
C -1.771399 1.561900 -0.071710 -0.13 -0.07 -0.02
H 0.091121 1.079466 -1.893638 0.03 0.20 0.05
C 0.028996 0.269309 -1.179104 -1.06 0.17 0.48
H -2.827693 1.284759 -0.052941 -0.05 0.04 0.00
H -2.031970 -0.584305 1.376236 -0.09 -0.05 -0.17
C -0.914407 0.344545 -0.208618 0.68 0.25 -0.65
O 2.186845 -0.812932 1.561934 2.52 1.94 -0.71
H -0.311132 -0.609536 1.601045 -0.01 -0.10 -0.08
```
Positions in Å, forces in eV/Å.

ΔE to the lowest compared entry with this formula, charge and spin ... 10.771 eV
LUMO energy (spin up / spin down) ... -2.7 / -3.0 eV
Total energy ... -421.86075 Ha
E_HOMO (spin up / spin down) ... -8.44 / -8.37 eV

The natural (NBO) scheme yields these atomic charges, measured in e: H 0.216; O -0.165; H 0.281; H 0.216; C -0.665; H 0.225; H 0.222; H 0.219; O -0.128; C -0.610; C -0.635; H 0.201; C -0.211; H 0.214; H 0.218; C 0.063; O 0.108; H 0.230